Entry a
DFT (ωB97M-V/def2-TZVPD) results for the ion C6H11N with charge +1.

Values from the calculation:
Total charge ... +1
Spin multiplicity ... 2
Kohn-Sham gap (spin up / spin down) ... 0.338 / 0.267 Eh

Last column: Mulliken spin population.
CARTESIAN COORDINATES (ANGSTROEM)
C  2.64  -0.14  0.26  -0.0012
C  1.83  -0.67  -0.89  0.0134
C  0.36  -1.11  -0.52  0.0136
C  -0.33  0.09  0.07  0.2231
C  -1.67  0.26  -0.02  0.1562
N  -2.26  1.33  0.59  0.2988
C  -3.48  1.45  0.92  0.1385
H  3.72  -0.26  0.19  0.0000
H  2.32  -0.70  1.16  0.0006
H  2.45  0.92  0.49  0.0002
H  2.32  -1.51  -1.38  0.0033
H  1.72  0.11  -1.65  -0.0028
H  0.38  -1.93  0.21  0.0381
H  -0.07  -1.43  -1.47  0.0152
H  0.38  0.78  0.53  0.0248
H  -2.29  -0.43  -0.60  0.0038
H  -4.33  1.25  0.27  0.0365
H  -3.70  1.97  1.87  0.0377

---

Entry b
DFT (ωB97M-V/def2-TZVPD) results for the ion C6H11N with charge +1.

Values from the calculation:
Total charge ... +1
Spin multiplicity ... 2
Kohn-Sham gap (spin up / spin down) ... 0.341 / 0.174 Eh

Last column: Mulliken spin population.
CARTESIAN COORDINATES (ANGSTROEM)
C  -2.86  -1.06  -0.20  0.2262
C  -1.49  -1.02  -0.49  0.0191
N  -0.74  -0.69  -1.71  0.5419
C  0.64  -0.50  -1.32  -0.0203
C  1.39  1.70  1.89  -0.0006
C  1.78  0.67  0.83  0.0217
C  0.70  0.38  -0.03  0.0367
H  -3.65  -0.87  -0.98  0.0047
H  -3.20  -1.48  0.68  0.0101
H  -0.79  -1.57  0.11  0.0142
H  -0.84  -1.34  -2.49  -0.0046
H  1.24  -1.48  -1.16  0.0834
H  1.24  -0.04  -2.18  0.0568
H  0.59  2.21  1.38  0.0018
H  1.07  1.16  2.84  0.0052
H  2.22  2.34  2.31  0.0000
H  2.88  0.48  0.65  -0.0008
H  -0.17  1.11  -0.14  0.0046

---

Entry c
DFT (ωB97M-V/def2-TZVPD) results for the ion C6H11N with charge +1.

Values from the calculation:
Total charge ... +1
Spin multiplicity ... 2
Kohn-Sham gap (spin up / spin down) ... 0.338 / 0.319 Eh

Last column: Mulliken spin population.
CARTESIAN COORDINATES (ANGSTROEM)
C  -0.81  -2.30  -1.18  -0.0183
N  -0.04  -1.03  -1.26  0.2456
C  -0.34  -0.02  -0.40  0.1038
C  0.70  0.92  -0.28  0.3316
C  0.90  1.66  0.91  -0.0767
C  2.11  2.20  1.21  0.3558
C  -1.53  -0.08  0.52  -0.0111
H  -1.05  -2.48  -0.13  0.0123
H  -0.39  -3.07  -1.80  -0.0006
H  -1.81  -2.00  -1.51  0.0165
H  0.89  -0.95  -1.61  -0.0118
H  1.56  0.76  -0.93  0.0013
H  0.13  1.75  1.66  0.0044
H  2.19  2.73  2.15  0.0136
H  2.88  2.19  0.46  0.0194
H  -1.72  0.91  0.92  0.0025
H  -2.30  -0.48  -0.14  0.0028
H  -1.37  -0.69  1.41  0.0087

---

Result of the stability comparison: entry c is the most stable of them.

---

Entry a
DFT (ωB97M-V/def2-TZVPD) results for an isolated molecule of C3H7FO.

Values from the calculation:
Total charge ... 0
SMILES ... OCCCF
Kohn-Sham gap ... 0.413 Eh

Last column: Löwdin charge in e.
CARTESIAN COORDINATES (ANGSTROEM)
C  -0.89  -0.54  -0.05  -0.2102
C  0.20  0.60  -0.33  -0.1528
C  1.56  0.33  0.27  -0.2696
H  -2.98  -0.61  -0.02  0.0172
H  -0.62  -0.93  0.98  0.1192
H  -0.71  -1.35  -0.80  0.1157
H  -0.19  1.55  0.15  0.1224
H  0.16  0.72  -1.41  0.1077
H  1.67  0.19  1.34  0.1179
H  2.31  1.06  -0.10  0.1268
O  -2.27  -0.09  0.11  -0.0572
F  1.77  -0.92  -0.14  -0.0371

---

Entry b
DFT (ωB97M-V/def2-TZVPD) results for a cluster of 2 separate species, C3H7FO in total.

Values from the calculation:
Total charge ... 0
Kohn-Sham gap (spin up / spin down) ... 0.346 / 0.291 Eh

Last column: Löwdin charge in e.
CARTESIAN COORDINATES (ANGSTROEM)
C  0.30  -1.84  -1.04  0.0608
C  -1.09  1.21  0.50  -0.0225
C  0.23  0.59  0.56  -0.3680
O  1.33  1.12  -0.11  0.0619
F  0.66  0.02  1.76  0.0040
H  0.18  -2.57  -0.20  0.0109
H  1.22  -1.65  -1.46  -0.0507
H  -0.65  -1.65  -1.55  -0.0106
H  -1.02  2.24  0.73  0.0659
H  -1.84  0.80  1.18  0.0970
H  -1.31  1.21  -0.57  0.0898
H  1.97  0.53  0.20  0.0616

---

Result of the stability comparison: entry a is the most stable of them.

---

Entry a
DFT (ωB97M-V/def2-TZVPD) results for an isolated molecule of C3H4FNS.

Values from the calculation:
Total charge ... 0
SMILES ... NC(=S)/C=C\F
Kohn-Sham gap ... 0.322 Eh

Last column: Löwdin charge in e.
CARTESIAN COORDINATES (ANGSTROEM)
C  0.24  0.82  0.65  -0.9302
C  0.21  0.41  -0.86  -0.0731
C  -0.09  -0.77  -1.36  -0.1469
H  -0.39  -0.95  1.09  0.0893
H  -0.21  -0.02  2.41  0.1035
H  0.31  1.25  -1.55  0.0940
H  -0.31  -1.01  -2.37  0.1103
N  0.21  -0.22  1.50  0.0563
F  -0.32  -1.86  -0.61  0.0167
S  0.36  2.36  1.09  0.6802

---

Entry b
DFT (ωB97M-V/def2-TZVPD) results for an isolated molecule of C3H4FNS.

Values from the calculation:
Total charge ... 0
SMILES ... C=C(F)C(N)=S
Kohn-Sham gap ... 0.313 Eh

Last column: Löwdin charge in e.
CARTESIAN COORDINATES (ANGSTROEM)
C  -0.21  0.10  -0.47  -0.8801
C  0.67  -0.37  0.62  -0.3369
C  0.37  -0.35  1.91  0.0935
H  -0.13  -0.09  -2.51  0.1242
H  1.11  -0.95  -1.61  0.1362
H  1.10  -0.48  2.68  0.0719
H  -0.59  -0.08  2.32  0.0634
N  0.35  -0.23  -1.61  0.0833
F  1.88  -0.90  0.19  0.0021
S  -1.61  0.94  -0.23  0.6425

---

Result of the stability comparison: entry b is the most stable of them.

---

Entry a
DFT (ωB97M-V/def2-TZVPD) results for the ion C7H16N3 with charge +1.

Values from the calculation:
Total charge ... +1
SMILES ... C/N=N/[C@H](C)[C@@]1(C)[NH2+][C@@H]1C
Kohn-Sham gap ... 0.348 Eh

Last column: Löwdin charge in e.
CARTESIAN COORDINATES (ANGSTROEM)
C  0.02  1.67  0.33  -0.1561
C  -0.05  0.51  -0.66  -0.3438
C  1.17  2.54  0.41  -0.0253
C  1.12  0.17  -1.51  0.0012
C  -1.41  -1.61  -1.42  -0.0784
C  0.35  -2.32  2.73  -0.0993
C  -1.12  -0.83  -0.23  -0.3046
N  -0.60  -1.66  1.88  -0.0288
N  -0.29  -1.60  0.66  0.0128
N  -0.73  1.70  -0.98  0.1721
H  -0.63  1.56  1.19  0.1595
H  1.95  2.26  1.11  0.1141
H  0.94  3.47  0.78  0.0718
H  1.65  2.72  -0.51  0.0794
H  0.86  -0.59  -2.21  0.0613
H  1.92  -0.26  -0.80  0.1380
H  1.53  1.12  -2.00  0.1153
H  -0.44  -2.23  -1.72  0.1355
H  -1.61  -0.97  -2.35  0.1133
H  -2.25  -2.24  -1.34  0.0665
H  0.65  -1.47  3.37  0.0898
H  1.16  -2.67  2.15  0.0580
H  -0.14  -3.06  3.46  0.1168
H  -1.99  -0.34  0.27  0.1472
H  -1.71  1.89  -0.83  0.1855
H  -0.36  2.25  -1.78  0.1983

---

Entry b
DFT (ωB97M-V/def2-TZVPD) results for a structure of composition C7H16N3.

Values from the calculation:
Total charge ... +1
Kohn-Sham gap ... 0.331 Eh

Last column: Löwdin charge in e.
CARTESIAN COORDINATES (ANGSTROEM)
C  -0.14  -1.67  0.42  -0.1048
C  1.47  0.46  1.58  -0.1348
C  -0.52  1.14  1.45  -0.1375
C  0.34  0.29  0.50  -0.2715
C  -0.54  -2.56  1.53  0.0088
C  -0.50  1.40  -3.18  -0.0392
C  -0.53  1.23  -1.64  -0.2326
N  0.19  -2.05  -0.75  0.1896
N  0.55  1.19  2.45  -0.0272
N  0.54  0.68  -0.79  -0.0258
H  1.92  -0.39  2.00  0.0918
H  2.43  1.00  1.46  0.1322
H  -0.72  2.25  0.97  0.1726
H  -1.41  0.57  1.74  0.1178
H  -0.17  -3.50  1.47  0.0598
H  -1.59  -2.55  1.45  0.0923
H  -0.26  -1.95  2.42  0.1112
H  -0.28  0.46  -3.64  0.0674
H  -1.39  1.84  -3.37  0.0419
H  0.35  2.10  -3.36  0.1005
H  -1.50  0.74  -1.47  0.1154
H  -0.79  2.17  -1.05  0.1186
H  0.26  -3.02  -0.92  0.1344
H  0.42  0.73  3.34  0.1128
H  1.45  0.64  -1.20  0.1442
H  0.43  -1.19  -1.41  0.1624

---

Result of the stability comparison: entry a is the most stable of them.